(1)
The following is a quantum chemistry calculation of 2 unconnected molecules or ions with the total composition C4H12N2O3 at a distorted geometry, from OMol25.

Last column: Mulliken charge in e.
Atoms and positions in Å:
C (1.282204, -1.976260, 0.859910)  -0.900
N (0.809109, -0.667091, 1.225609)  -0.147
C (0.325741, 0.320652, 0.238161)  0.240
O (0.338608, 1.485624, 0.564611)  -0.702
C (-0.768629, -0.188304, -0.849820)  0.372
N (-1.626015, -1.137722, -0.193377)  -0.660
C (-1.560486, 1.127107, -1.209053)  -0.609
O (-2.251628, 0.678439, -2.341386)  -0.506
H (1.890133, -2.026889, -0.004061)  0.274
H (0.368819, -2.691011, 0.820070)  0.267
H (1.838879, -2.426705, 1.797052)  0.331
H (1.329502, -0.364739, 2.018173)  0.335
H (-0.179184, -0.406975, -1.834541)  0.239
H (-1.915122, -0.801713, 0.698907)  0.243
H (-2.395825, -1.114071, -0.754540)  0.294
H (-2.243158, 1.430926, -0.412545)  0.265
H (-0.782281, 1.988189, -1.392103)  0.319
H (-2.053239, 1.198156, -3.115812)  0.324
O (2.893720, 2.041305, 1.353747)  -0.611
H (2.086058, 2.243151, 0.808442)  0.388
H (2.612794, 1.287931, 1.722555)  0.245

Forces on atoms 1 to 2 (eV/Å):
-1.85 -2.98 2.99
-0.46 1.25 -2.75

## Properties
SMILES: CNC(=O)[C@@H](N)CO.O
Energy above the lowest of the compared OMol25 structures with the same formula, charge and spin, kcal per mole: 67.9
Total energy, Eh: -494.76930

(2)
The following is a quantum chemistry calculation of 8 unconnected molecules or ions with the total composition C40H53N7O14 at a distorted geometry, from OMol25.

Last column: Mulliken charge in e.
Atoms and positions in Å:
C (2.214684, 1.101053, -6.794956)  -1.435
C (2.032684, 1.003053, -5.290956)  1.361
C (1.352684, -0.296947, -4.840956)  -1.160
C (2.137684, -1.576947, -4.921956)  -0.814
C (3.314684, -1.419947, -3.937956)  -1.776
C (4.242684, -0.146947, -4.219956)  1.321
N (3.441684, 1.016053, -4.615956)  1.100
O (3.975684, 2.111053, -4.555956)  -0.353
C (5.182684, -0.474947, -5.377956)  -1.947
C (5.017684, 0.098053, -2.883956)  -1.600
C (1.259684, 2.216053, -4.784956)  -1.572
H (2.963684, 1.958053, -6.790956)  0.405
H (1.298684, 1.319053, -7.417956)  0.368
H (2.530684, 0.206053, -7.242956)  0.343
H (0.457684, -0.469947, -5.330956)  0.902
H (0.899684, -0.320947, -3.815956)  -0.035
H (2.601684, -1.608947, -5.925956)  0.247
H (1.670684, -2.492947, -4.592956)  0.509
H (4.006684, -2.161947, -4.069956)  0.636
H (2.857684, -1.557947, -3.006956)  0.762
H (5.966684, -1.140947, -5.190956)  0.545
H (5.770684, 0.239053, -5.805956)  0.508
H (4.669684, -1.006947, -6.107956)  0.377
H (5.562684, -0.649947, -2.445956)  0.484
H (4.210684, 0.483053, -2.083956)  0.278
H (5.939684, 0.828053, -2.906956)  0.346
H (0.335684, 2.202053, -5.302956)  0.481
H (1.811684, 3.136053, -4.824956)  0.478
H (0.903684, 2.109053, -3.693956)  0.165
C (0.357684, 0.816053, -0.017956)  0.268
O (1.065684, 0.424053, -0.989956)  -0.777
O (-0.788316, 1.571053, -0.236956)  -0.062
O (0.669684, 0.458053, 1.058044)  -0.628
H (-0.875316, 1.806053, -1.103956)  0.223
C (-2.439316, -0.999947, 3.649044)  -0.314
C (-1.924316, -1.323947, 2.291044)  0.214
C (-2.664316, -2.489947, 1.395044)  -0.594
C (-3.990316, -2.997947, 1.953044)  0.044
C (-4.596316, -2.544947, 3.268044)  -0.707
C (-3.762316, -1.444947, 4.003044)  -0.813
N (-4.696316, -4.073947, 1.166044)  0.932
O (-5.836316, -4.414947, 1.460044)  -0.596
O (-4.070316, -4.550947, 0.140044)  -0.570
H (-1.924316, -0.342947, 4.324044)  0.676
H (-1.001316, -0.818947, 1.983044)  0.280
H (-2.134316, -2.859947, 0.614044)  0.765
H (-5.572316, -2.900947, 3.737044)  0.368
H (-4.098316, -1.266947, 5.041044)  0.325
C (4.707684, -0.711947, 4.642044)  -0.621
C (3.443684, -0.572947, 3.776044)  -0.589
C (2.134684, -1.105947, 4.253044)  0.575
C (2.070684, -2.289947, 5.213044)  0.167
C (3.328684, -2.465947, 6.117044)  -0.645
C (4.656684, -1.648947, 5.771044)  -0.345
N (0.848684, -3.098947, 5.617044)  0.863
O (0.972684, -4.202947, 6.224044)  -0.569
O (-0.229316, -2.781947, 5.126044)  -0.486
H (5.627684, -0.335947, 4.381044)  0.521
H (3.320684, 0.232053, 2.984044)  0.402
H (1.480684, -0.969947, 3.411044)  -0.015
H (3.212684, -3.095947, 6.952044)  0.486
H (5.585684, -1.817947, 6.496044)  0.243
C (-1.654316, 2.331053, 3.413044)  -0.032
C (-0.106316, 2.137053, 3.505044)  0.265
C (0.468684, 1.890053, 4.903044)  -0.410
C (-0.504316, 1.788053, 6.089044)  0.183
C (-1.840316, 2.223053, 5.923044)  -0.293
C (-2.384316, 2.446053, 4.559044)  -0.521
N (0.031684, 1.278053, 7.403044)  0.868
O (1.296684, 1.493053, 7.700044)  -0.568
O (-0.767316, 1.052053, 8.263044)  -0.544
H (-1.735316, 2.353053, 2.293044)  0.086
H (0.616684, 2.141053, 2.554044)  -0.031
H (1.540684, 1.563053, 5.119044)  0.461
H (-2.613316, 2.208053, 6.867044)  0.225
H (-3.490316, 2.677053, 4.420044)  0.301
C (-2.612316, 4.203053, 0.178044)  -0.217
C (-1.465316, 4.763053, 0.894044)  -0.085
C (-1.283316, 6.296053, 1.149044)  -0.856
C (-2.446316, 7.171053, 0.739044)  0.123
C (-3.514316, 6.566053, -0.165956)  -0.196
C (-3.604316, 4.972053, -0.340956)  -0.678
N (-2.462316, 8.702053, 0.887044)  0.953
O (-1.346316, 9.043053, 1.370044)  -0.571
O (-3.396316, 9.290053, 0.489044)  -0.556
H (-2.627316, 3.141053, 0.149044)  0.477
H (-0.675316, 4.232053, 1.281044)  0.626
H (-0.367316, 6.634053, 1.552044)  0.430
H (-4.351316, 7.212053, -0.817956)  0.218
H (-4.380316, 4.676053, -1.025956)  0.399
C (0.213684, -2.854947, -0.336956)  0.020
O (-0.095316, -2.671947, -1.630956)  -0.603
N (0.247684, -4.033947, 0.200044)  0.310
C (0.522684, -4.050947, 1.632044)  -0.771
C (-0.280316, -5.211947, -0.517956)  -0.913
H (0.502684, -1.811947, 0.042044)  0.218
H (0.942684, -5.005947, 2.134044)  0.377
H (-0.432316, -3.999947, 2.266044)  0.275
H (1.272684, -3.198947, 1.995044)  0.155
H (0.409684, -5.989947, -1.011956)  0.242
H (-0.923316, -4.844947, -1.223956)  0.299
H (-0.825316, -5.874947, 0.149044)  0.389
C (-2.303316, -0.414947, -3.312956)  0.134
O (-2.085316, 0.798053, -3.565956)  -0.742
N (-3.199316, -1.208947, -3.905956)  0.131
C (-3.043316, -2.610947, -3.572956)  -0.910
C (-3.810316, -0.944947, -5.216956)  -1.132
H (-1.786316, -0.897947, -2.570956)  0.365
H (-3.023316, -2.949947, -2.390956)  0.062
H (-2.175316, -3.159947, -4.142956)  0.245
H (-3.858316, -3.008947, -3.919956)  0.699
H (-4.699316, -0.382947, -5.050956)  0.378
H (-4.104316, -1.867947, -5.715956)  0.379
H (-3.304316, -0.158947, -5.592956)  0.390

Forces on atoms 1 to 2 (eV/Å):
0.54 2.30 0.06
-1.55 -1.46 1.52

## Properties
Energy above the lowest of the compared OMol25 structures with the same formula, charge and spin, kcal per mole: 0.0
Total energy, Eh: -2991.49502

(3)
The following is a quantum chemistry calculation of C2H7N3S in the gas phase at a distorted geometry, from OMol25.

Last column: Mulliken charge in e.
Atoms and positions in Å:
C (1.610745, -1.290107, -0.044657)  -0.954
C (0.197011, -0.566565, -0.032872)  0.567
N (-0.815588, -1.391937, -0.043659)  -0.405
S (-2.406688, -1.021967, -0.085759)  -0.223
N (0.179809, 0.841632, -0.261184)  -0.185
N (-1.004146, 1.570714, 0.007822)  -0.615
H (1.542890, -2.351752, -0.094576)  0.304
H (2.048128, -1.091685, 1.035884)  0.233
H (2.168369, -0.892377, -0.903978)  0.289
H (-2.449140, 0.399445, 0.326609)  0.233
H (1.041019, 1.370862, 0.017970)  0.269
H (-1.320497, 2.161239, -0.771448)  0.237
H (-0.791916, 2.262493, 0.849845)  0.248

Forces on atoms 1 to 2 (eV/Å):
-0.79 2.72 2.25
-0.70 -2.26 -0.87

## Properties
SMILES: C/C(=N/S)NN
Energy above the lowest of the compared OMol25 structures with the same formula, charge and spin, kcal per mole: 57.6
Total energy, Eh: -642.76084

(4)
The following is a quantum chemistry calculation of a molecular structure, Cl2O8Ti at a distorted geometry, from OMol25.

Last column: Mulliken spin population.
Atoms and positions in Å:
Ti (-0.471109, 0.546626, 0.898454)  3.096
Cl (-3.117346, -0.510919, -0.773029)  0.002
O (-2.401532, 0.603298, -0.376766)  -0.030
O (-2.540746, -1.431379, -1.745027)  0.001
O (-2.837393, -1.370927, 0.324389)  -0.004
O (-4.603171, -0.185716, -0.760653)  -0.003
Cl (3.177451, 0.496116, 0.506017)  0.009
O (3.307578, 1.294143, -0.708481)  0.000
O (1.755886, 0.073212, 0.594755)  -0.062
O (3.958911, -0.595804, 0.378573)  -0.007
O (3.771470, 1.081349, 1.661767)  -0.003

Forces on atoms 1 to 2 (eV/Å):
0.34 -0.56 -0.74
-4.02 -7.48 2.45

## Properties
Multiplicity: 4
Energy above the lowest of the compared OMol25 structures with the same formula, charge and spin, kcal per mole: 46.0
Total energy, Eh: -2371.18999
Net charge: -1
<S²>: 3.7511